No. 1
The following is a quantum chemistry calculation of a molecular structure, C27H33Cl5CuN5O2S, from OMol25.

The geometry in XYZ format:
```
74
Properties=species:S:1:pos:R:3:forces:R:3:lowdin_spin:R:1
Cu -1.109 -0.021 0.744 -0.10 0.24 0.08 0.190
Cl -7.969 -0.943 -0.944 0.00 0.01 0.00 0.000
C -6.403 -0.318 -0.558 -0.03 -0.04 0.00 0.000
C -5.477 -1.099 0.131 0.02 0.00 0.02 0.000
Cl -5.904 -2.701 0.619 -0.01 0.00 0.00 0.000
C -4.221 -0.602 0.427 -0.02 0.01 -0.05 0.000
Cl -3.075 -1.559 1.298 0.02 -0.10 0.02 0.006
C -3.795 0.695 0.038 0.00 0.03 -0.01 0.001
O -2.627 1.150 0.256 0.07 -0.07 -0.02 0.003
C -4.782 1.472 -0.631 0.00 0.01 0.00 0.000
Cl -4.331 3.077 -1.084 0.00 -0.01 0.00 0.000
C -6.039 0.976 -0.928 0.01 0.04 0.00 0.000
Cl -7.175 1.966 -1.776 0.00 0.00 0.00 0.000
S -1.449 1.103 4.416 0.06 -0.05 0.01 -0.001
C 0.127 1.586 4.624 -0.07 0.09 -0.04 0.000
N 1.075 1.236 3.688 0.04 -0.08 0.14 -0.003
C 2.365 1.566 3.785 0.07 0.00 -0.03 0.000
C 2.805 2.307 4.842 0.00 0.02 0.03 0.000
C 1.810 2.672 5.771 -0.02 -0.03 0.00 0.000
N 0.549 2.347 5.688 0.03 -0.02 0.02 0.000
H 0.789 0.667 2.842 -0.13 0.11 -0.12 -0.001
H 2.999 1.209 2.982 -0.02 0.01 0.01 0.000
H 3.837 2.597 4.953 0.00 -0.01 0.00 0.000
H 2.085 3.269 6.638 0.00 0.02 -0.01 0.000
C -2.625 0.757 -3.193 0.01 -0.01 -0.01 0.000
N -1.487 -0.035 -3.633 0.01 -0.04 0.04 0.000
C -1.567 -0.482 -5.012 0.00 -0.01 0.02 0.000
C -0.938 -0.861 -2.665 -0.08 0.01 -0.01 0.000
O -1.484 -1.030 -1.580 0.05 -0.02 -0.03 -0.001
N 0.243 -1.476 -2.990 0.03 -0.02 -0.02 0.000
C 0.793 -2.393 -2.007 -0.01 -0.01 -0.05 0.000
C 1.225 -0.876 -3.874 0.01 0.01 0.04 0.000
H -2.810 1.534 -3.935 -0.01 0.01 0.01 0.000
H -2.405 1.223 -2.236 0.02 0.00 0.01 0.000
H -3.529 0.147 -3.077 -0.01 0.00 -0.03 0.000
H -2.581 -0.830 -5.240 0.00 0.00 0.00 0.000
H -0.883 -1.308 -5.190 -0.01 0.01 -0.01 0.000
H -1.322 0.331 -5.700 -0.01 0.00 -0.01 0.000
H -0.012 -2.941 -1.528 0.00 0.02 0.00 0.000
H 1.362 -1.861 -1.239 0.01 0.00 0.02 0.000
H 1.460 -3.093 -2.514 0.00 0.00 0.00 0.000
H 0.849 0.058 -4.283 0.00 0.00 -0.01 0.000
H 1.482 -1.547 -4.699 0.01 -0.01 0.00 0.000
H 2.138 -0.658 -3.310 0.00 0.00 0.00 0.000
C 0.842 -3.239 1.334 0.02 -0.02 0.02 0.003
C 2.019 -2.489 1.966 -0.05 -0.01 -0.04 0.001
C 1.638 -2.009 3.369 -0.02 0.01 -0.03 0.008
C 2.581 -1.405 1.059 0.08 -0.08 0.01 0.025
C 3.833 -1.602 0.495 0.00 0.01 0.00 0.002
C 4.419 -0.674 -0.355 -0.04 0.02 0.01 -0.004
C 3.719 0.494 -0.625 0.02 -0.03 0.01 0.002
C 2.459 0.752 -0.102 -0.01 0.05 -0.02 0.024
C 1.790 2.066 -0.486 0.01 0.00 0.00 0.000
C 1.310 2.911 0.695 0.00 -0.02 0.01 0.009
C 0.662 1.882 -1.503 0.01 -0.02 0.02 0.000
C 1.845 -0.221 0.748 -0.08 -0.07 -0.04 0.085
N 0.628 -0.033 1.294 0.09 0.11 0.01 0.638
H 0.453 -3.987 2.030 0.00 0.00 0.00 0.000
H 1.148 -3.753 0.421 0.00 0.01 0.00 0.000
H 0.028 -2.554 1.088 0.02 -0.01 -0.01 0.001
H 2.833 -3.213 2.086 0.00 -0.01 0.02 0.000
H 0.718 -1.422 3.353 0.02 -0.03 0.02 0.004
H 2.431 -1.403 3.813 0.00 0.00 0.01 0.000
H 1.468 -2.871 4.019 0.00 0.00 0.01 0.001
H 4.366 -2.517 0.735 -0.01 0.00 0.01 0.001
H 5.400 -0.847 -0.779 0.00 0.00 0.00 0.000
H 4.165 1.245 -1.271 0.00 0.00 0.00 0.001
H 2.573 2.647 -0.986 0.00 0.00 0.00 0.000
H 0.460 2.451 1.200 -0.01 -0.01 0.00 0.004
H 0.990 3.893 0.337 0.00 0.00 0.01 0.001
H 2.108 3.063 1.424 0.00 0.01 0.00 0.000
H -0.142 1.271 -1.093 -0.02 -0.01 -0.01 -0.001
H 1.036 1.405 -2.410 -0.01 -0.01 -0.01 0.000
H 0.228 2.848 -1.776 0.01 0.01 0.00 0.000
```
Positions in Å, forces in eV/Å.

Computed properties:
Spin multiplicity: 2
<S²>: 0.759
Highest occupied orbital energy (alpha / beta): -4.6 / -4.3 eV
HOMO-LUMO gap (alpha / beta): 7.019 / 6.745 eV
E_tot: -158170.019 eV
Net charge: -1

No. 2
The following is a quantum chemistry calculation of a molecular structure, C2H2ClNO, from OMol25.

The geometry in XYZ format:
```
7
Properties=species:S:1:pos:R:3:forces:R:3:lowdin_charge:R:1
C 1.340 -0.831 -0.023 0.48 0.58 0.01 -0.660
C -1.071 0.506 0.016 0.61 -0.28 -0.19 -0.381
N 2.059 0.099 0.122 1.25 0.43 0.14 -0.018
O 0.413 -1.550 -0.175 -1.49 -0.86 -0.08 0.051
Cl 0.212 1.480 0.057 -0.90 -0.26 0.05 0.917
H -1.449 0.154 -0.930 0.01 0.22 -0.12 0.045
H -1.505 0.142 0.932 0.04 0.16 0.19 0.046
```
Positions in Å, forces in eV/Å.

Computed properties:
Highest occupied orbital energy: -9.7 eV
HOMO-LUMO gap: 8.098 eV
E_tot: -18162.802 eV

Short version: ΔE to the lowest compared entry with this formula, charge and spin = 0.844, 2.572 eV, in the order given.